Record 1
C3H2Cl2N2 as an isolated structure, computed with wB97M-V/def2-TZVPD.

Calculated values
* energy above the lowest of the compared OMol25 structures with the same formula, charge and spin: 139.3 kcal/mol
* net charge: 0
* E_tot: -31162.4029 eV
* E_HOMO: -8.77 eV
* LUMO energy: -0.27 eV

The geometry in XYZ format:
```
9
Properties=species:S:1:pos:R:3:forces:R:3
C 0.27784 0.35332 1.14333 0.2 -1.5 -0.6
C -0.81389 0.89471 0.40325 1.0 -0.5 -0.2
C 0.69001 -1.19137 0.11300 -1.3 2.1 1.1
N -0.35752 0.60235 -0.84155 -0.4 -0.3 -0.2
N 0.87716 0.13812 -0.28804 0.2 0.1 -0.2
Cl -2.05558 1.97283 0.77304 -0.2 0.0 0.1
Cl 1.99881 -2.09616 0.65878 0.3 -0.1 0.0
H -0.17856 -1.74175 -0.22591 -0.1 0.1 0.0
H -0.43828 1.06796 -1.73590 0.2 0.1 0.1
```
Positions in Å, forces in eV/Å.

Atom charges from the Löwdin analysis, given in e for atoms 1 to 8: C -0.036; C -0.821; C -0.644; N -0.006; N -0.148; Cl 0.712; Cl 0.709; H 0.090

---

Record 2
One molecule with the formula C5H7NO2, computed with wB97M-V/def2-TZVPD.

Calculated values
* energy above the lowest of the compared OMol25 structures with the same formula, charge and spin: 148.5 kcal/mol
* net charge: 0
* E_tot: -10877.1761 eV
* E_HOMO: -9.66 eV
* LUMO energy: 0.83 eV

The geometry in XYZ format:
```
15
Properties=species:S:1:pos:R:3:forces:R:3
C -1.80763 0.28882 -0.69267 -1.9 -5.7 6.7
C -0.22524 0.54264 1.05181 1.0 -3.4 -2.8
C 0.15585 -0.96318 0.94278 -1.9 -3.2 0.7
C 1.26043 -0.26051 -0.83699 -11.7 1.8 -5.8
C 0.40111 1.09192 -0.18365 7.3 1.2 -0.2
H -1.78916 0.59394 -1.65588 -0.9 0.2 -3.6
H -0.23157 1.05949 1.88222 0.4 2.1 4.4
H -0.35117 -1.96590 1.50924 0.6 3.4 -1.5
H 1.20931 -1.04709 1.26552 -0.4 0.1 0.0
H 2.20081 -0.20227 -0.64306 5.8 -0.8 3.0
H 1.27340 -0.35419 -2.02173 -0.3 0.7 2.2
H 1.16401 2.02280 -0.02669 -2.4 -1.8 -0.7
N -0.96183 1.16630 0.02137 -2.8 -1.9 -1.0
O -2.38921 -0.76044 -0.09746 2.3 6.5 -3.7
O 0.09089 -1.21233 -0.51481 5.0 0.8 2.2
```
Positions in Å, forces in eV/Å.

Atom charges from the Löwdin analysis, given in e for atoms 1 to 8: C -0.133; C -0.184; C -0.140; C -0.015; C -0.165; H 0.101; H 0.091; H 0.186

---

Record 3
I2O4S2 as an isolated structure, computed with wB97M-V/def2-TZVPD.

Calculated values
* energy above the lowest of the compared OMol25 structures with the same formula, charge and spin: 16.4 kcal/mol
* net charge: 0
* E_tot: -46060.5603 eV
* E_HOMO: -9.66 eV
* LUMO energy: -2.49 eV

The geometry in XYZ format:
```
8
Properties=species:S:1:pos:R:3:forces:R:3
O -1.31450 -2.30994 1.06132 -0.2 -0.4 0.8
O -1.66207 -0.33060 -0.36540 -0.6 -2.5 0.1
O 0.36157 1.47902 -1.43898 -0.9 -0.2 0.6
O -0.34566 1.70105 0.89574 -0.2 -0.2 -0.5
S -1.23640 -1.72641 -0.22545 -0.5 1.4 -0.9
S -0.73188 1.62083 -0.49197 1.5 2.0 -0.2
I 1.65462 -1.27150 0.19767 0.9 0.2 0.2
I 3.27432 0.83757 0.36706 -0.1 -0.2 0.0
```
Positions in Å, forces in eV/Å.

In the Löwdin picture, each atom carries the following charge in e: O -0.430; O -0.616; O -0.507; O -0.454; S 0.718; S 0.801; I 0.303; I 0.186

---

Record 4
One molecule with the formula C4H9N, computed with wB97M-V/def2-TZVPD.

Calculated values
* energy above the lowest of the compared OMol25 structures with the same formula, charge and spin: 2.9 kcal/mol
* net charge: 0
* E_tot: -5783.6874 eV
* E_HOMO: -8.42 eV
* LUMO energy: 1.17 eV

The geometry in XYZ format:
```
14
Properties=species:S:1:pos:R:3:forces:R:3
N -0.05741 -0.42750 1.30060 -0.1 0.3 0.3
C 0.39268 -1.25806 0.19099 -0.2 0.1 -0.4
C 0.38766 -0.36558 -1.06334 0.1 0.2 0.0
C -0.47983 0.84792 -0.69262 -0.2 0.1 -0.4
C -0.48824 0.90123 0.83334 0.3 -0.1 0.3
H 0.60625 -0.36147 2.05835 0.0 -0.1 -0.2
H 1.39277 -1.66027 0.36080 -0.1 -0.1 0.1
H -0.31044 -2.08802 0.05521 0.2 -0.1 0.0
H 1.39416 -0.04091 -1.32199 0.1 0.0 0.1
H 0.00351 -0.88877 -1.93773 0.0 0.0 0.0
H -0.09068 1.78509 -1.10415 0.0 -0.2 0.0
H -1.48260 0.73971 -1.11365 0.0 -0.1 0.2
H 0.20213 1.67572 1.19064 0.0 0.0 0.0
H -1.46998 1.14089 1.24357 -0.1 0.0 -0.1
```
Positions in Å, forces in eV/Å.

Atom charges from the Löwdin analysis, given in e for atoms 1 to 8: N -0.079; C -0.229; C -0.181; C -0.187; C -0.224; H 0.094; H 0.104; H 0.099

---

Record 5
A 4-piece molecular cluster, H9NO3 overall, computed with wB97M-V/def2-TZVPD.

Calculated values
* energy above the lowest of the compared OMol25 structures with the same formula, charge and spin: 10.8 kcal/mol
* net charge: 0
* E_tot: -7778.6975 eV
* E_HOMO: -10.41 eV
* LUMO energy: 0.78 eV

The geometry in XYZ format:
```
13
Properties=species:S:1:pos:R:3:forces:R:3
N 3.00861 -0.93603 0.74801 -0.7 0.5 -0.2
H 2.56019 -1.64697 0.18956 0.3 -0.2 0.0
H 3.99350 -1.09756 0.87324 0.0 -0.2 0.1
H 2.51909 -0.89002 1.63114 0.3 -0.1 0.1
H -4.40947 1.22759 -1.33202 0.2 -0.1 0.0
H -4.78388 1.86525 -0.02343 0.1 -0.1 0.2
O -4.17499 1.21796 -0.39701 -0.2 0.1 -0.1
H 1.88367 0.54196 -0.48865 -0.3 0.2 -0.3
H 2.59099 1.51978 -1.32536 -0.4 0.2 -0.3
O 1.69161 1.17557 -1.21183 0.8 -0.3 0.6
H -1.16119 -0.36249 0.50405 0.0 0.0 -0.1
H -2.33986 -1.32028 0.42811 0.0 0.1 0.0
O -1.37828 -1.29477 0.40418 0.1 0.0 0.1
```
Positions in Å, forces in eV/Å.

Atom charges from the Löwdin analysis, given in e for atoms 1 to 8: N 0.023; H 0.025; H 0.015; H 0.022; H 0.035; H 0.033; O -0.060; H -0.014

---

Record 6
A 7-piece molecular cluster, C4H22N2O7 overall, computed with wB97M-V/def2-TZVPD.

Calculated values
* energy above the lowest of the compared OMol25 structures with the same formula, charge and spin: 61.1 kcal/mol
* net charge: 0
* E_tot: -21817.5891 eV
* E_HOMO: -9.51 eV
* LUMO energy: 0.12 eV

The geometry in XYZ format:
```
35
Properties=species:S:1:pos:R:3:forces:R:3
O 1.21189 -3.63350 0.53452 0.3 0.2 0.1
C 0.69658 -2.83227 1.29920 -0.7 -1.2 -0.9
N -0.51768 -2.26898 1.06345 1.1 0.4 1.6
C -0.92086 -1.18132 1.91741 -1.8 0.6 0.2
C -0.83538 0.20909 1.26022 -0.3 -0.7 0.2
C -1.85201 0.27819 0.16246 -1.2 2.5 -1.8
N -2.10256 1.71031 -0.26367 0.8 0.0 0.0
H 1.13557 -2.64150 2.30061 -0.1 0.4 -0.3
H -1.06090 -2.53637 0.22811 0.8 0.3 0.4
H -1.98162 -1.39242 2.16486 0.4 0.4 0.1
H -0.40553 -1.12200 2.87223 0.4 -0.6 0.0
H 0.15106 0.33034 0.81598 0.2 0.2 0.1
H -1.00274 1.03476 1.99338 0.0 -0.9 -0.5
H -2.85398 -0.08032 0.33771 -0.1 -0.9 1.0
H -1.57784 -0.16245 -0.79203 0.6 -0.6 0.2
H -2.86794 1.75641 -0.91824 -0.2 -0.1 -0.1
H -2.35550 2.30017 0.51667 -0.1 -0.1 0.2
H 2.76216 1.22423 -1.16939 0.1 0.9 -0.3
H 1.22280 1.90802 -1.35034 1.1 0.9 0.4
O 1.80876 1.16730 -1.14634 -1.3 -1.6 0.2
H 0.08156 -3.29692 -1.49562 -0.2 -0.2 0.3
H -0.16852 -1.84600 -1.67144 0.0 0.0 -0.1
O -0.65325 -2.66439 -1.49332 0.1 -0.1 -0.9
H 0.51538 2.54064 2.82438 -0.3 0.3 -0.2
H -0.90593 3.15660 2.77945 0.0 0.0 0.2
O -0.06752 3.12722 2.31417 0.4 0.0 0.1
H -0.55562 3.20937 -0.98955 0.1 -0.1 0.2
H 0.26200 3.63796 0.21110 0.1 -0.1 0.1
O 0.31147 3.57625 -0.75134 -0.2 0.0 -0.3
H 0.78802 -1.13742 -3.72937 -0.1 0.1 -0.1
H 0.93569 -0.06935 -2.58905 0.2 0.1 -0.2
O 1.28310 -0.90168 -2.94193 -0.6 -0.1 0.1
H 2.69741 -0.68572 -1.77504 1.2 0.2 -0.6
H 3.22219 -1.70929 -0.98277 1.0 -0.3 0.2
O 3.59974 -1.00497 -1.53647 -1.6 -0.2 0.6
```
Positions in Å, forces in eV/Å.

Atom charges from the Löwdin analysis, given in e for atoms 1 to 8: O -0.011; C -0.344; N 0.022; C -0.215; C -0.177; C -0.252; N -0.014; H 0.137

---

Record 7
One molecule with the formula C18H20BrNO2, computed with wB97M-V/def2-TZVPD.

Calculated values
* energy above the lowest of the compared OMol25 structures with the same formula, charge and spin: 19.5 kcal/mol
* net charge: 0
* E_tot: -94617.9046 eV
* E_HOMO: -8.43 eV
* LUMO energy: 0.21 eV

The geometry in XYZ format:
```
42
Properties=species:S:1:pos:R:3:forces:R:3
Br -5.79307 3.42225 -1.19855 0.7 -0.5 0.6
N -1.61892 1.72572 2.94269 2.0 -1.1 0.8
O -1.54272 -0.41166 -0.59657 0.0 0.5 -0.2
O 1.44159 -2.12162 -1.61086 -0.5 0.5 0.3
C 0.09115 -0.94904 0.87962 -0.9 0.8 -1.0
C -0.42340 -1.19231 -0.37022 0.4 -0.1 2.1
C -0.67262 0.82222 2.66787 -1.3 0.7 1.0
C -4.47854 3.34588 1.37859 -0.1 0.4 0.5
C -4.50507 2.77188 0.09597 1.3 -1.6 -0.3
C -0.72114 0.12263 1.43284 0.7 -0.6 -0.3
C -3.53613 2.95779 2.33934 -1.3 0.8 -0.9
C -3.59033 1.72407 -0.19585 -1.8 1.8 -0.2
C -1.69583 0.41272 0.48987 2.3 -1.7 0.9
C -2.55992 2.01168 2.03085 -0.1 -0.1 -0.4
C -2.62345 1.38671 0.77711 -1.7 0.4 -2.0
C 0.32347 0.42841 3.76297 0.1 0.1 -0.4
C -0.17793 -3.69596 -0.73412 -0.3 1.3 -0.9
C 3.83752 0.38311 -2.95833 0.8 -0.2 0.8
C 3.75224 -0.65645 -0.61009 -0.2 -0.1 -1.1
C 1.82439 -0.88231 -2.24194 0.6 -1.4 -0.5
C 0.04737 -2.26066 -1.31436 -0.5 -0.3 -1.7
C 3.35461 -0.79531 -2.11348 -0.4 0.6 0.8
H 0.95116 -1.41270 1.32623 0.1 -0.1 -0.1
H -5.23835 4.12163 1.55459 0.5 -0.4 0.3
H -3.52138 3.37041 3.33987 -0.1 0.2 -0.1
H -3.62075 1.21357 -1.17051 0.1 0.3 0.6
H 0.03561 0.75304 4.77820 -0.1 0.0 -0.7
H 0.37649 -0.66756 3.75685 0.1 0.2 0.1
H 1.34762 0.80877 3.55993 -0.6 -0.2 0.0
H 0.24506 -3.76242 0.25074 0.2 -0.1 0.4
H 0.26026 -4.43868 -1.39160 0.2 0.0 -0.1
H -1.25325 -3.87351 -0.68504 0.0 0.0 0.1
H 3.36254 1.31151 -2.62642 0.1 0.0 -0.2
H 3.62139 0.18906 -3.99193 -0.2 0.1 -0.6
H 4.93912 0.47324 -2.87204 -0.6 0.2 0.0
H 4.81733 -0.49081 -0.53994 0.4 0.0 0.1
H 3.49684 -1.56108 -0.06678 -0.1 0.0 0.1
H 3.26382 0.20296 -0.15195 -0.2 0.0 0.0
H 1.54590 -0.91344 -3.31910 0.0 0.0 0.5
H 1.33886 -0.01706 -1.79733 -0.1 0.1 0.3
H -0.51526 -2.15212 -2.29838 0.4 -0.2 1.1
H 3.81371 -1.70456 -2.50873 -0.2 -0.1 0.0
```
Positions in Å, forces in eV/Å.

Atom charges from the Löwdin analysis, given in e for atoms 1 to 8: Br 0.682; N 0.150; O 0.115; O -0.126; C 0.077; C -0.192; C -0.226; C -0.122

---

Record 8
One molecule with the formula C2H4N4S, computed with wB97M-V/def2-TZVPD.

Calculated values
* energy above the lowest of the compared OMol25 structures with the same formula, charge and spin: 143.7 kcal/mol
* net charge: 0
* E_tot: -18928.3207 eV
* E_HOMO (spin up / spin down): -7.55 / -7.55 eV
* LUMO energy (spin up / spin down): -0.10 / -0.10 eV

The geometry in XYZ format:
```
11
Properties=species:S:1:pos:R:3:forces:R:3
C -2.07585 0.00691 -1.63041 -1.0 -0.6 0.3
C -0.18513 -0.65239 -0.24539 -0.1 0.0 -0.6
N -1.05429 -0.32909 -1.12883 0.1 -0.2 0.8
N 0.08964 1.60572 0.16467 1.2 2.5 2.4
N 0.42009 0.43280 0.47319 -0.1 -2.6 -0.9
N 1.22928 -0.09335 1.31890 1.7 2.5 1.5
S 0.34986 -2.27739 0.16055 -1.2 -0.7 -1.1
H -2.46145 0.07494 -2.61541 0.3 0.6 -0.8
H 0.56475 2.20429 0.96895 -1.2 -1.1 -2.2
H 1.82783 0.66898 1.66221 -0.3 -0.3 0.2
H 1.29527 -1.64143 0.87157 0.5 -0.1 0.4
```
Positions in Å, forces in eV/Å.

Atom charges from the Löwdin analysis, given in e for atoms 1 to 8: C 0.135; C -0.649; N -0.019; N 0.106; N -0.411; N -0.018; S 0.770; H 0.049